Entry from OMol25: a molecular structure, C24H34FN3O5SiW (the ωB97M-V functional and the def2-TZVPD basis).

Atoms and positions in Å:
W  0.5442  -0.0423  0.0757
O  1.8060  -3.7926  0.3311
C  2.9403  -3.4764  -0.4422
C  2.6761  -2.5141  -1.6030
N  2.4118  -1.0643  -1.3451
C  3.5112  -0.4598  -0.5656
C  3.2994  -0.7451  0.9237
O  4.2214  -0.8427  1.6933
O  2.0346  -0.8926  1.2344
C  2.3641  -0.4326  -2.6712
C  1.6949  0.9372  -2.6154
O  1.8172  1.7231  -3.5229
O  0.9838  1.1248  -1.5432
H  1.6133  -3.0242  0.8757
H  3.2489  -4.4174  -0.8990
H  3.7734  -3.1292  0.1770
H  1.8166  -2.9067  -2.1442
H  3.5499  -2.5637  -2.2655
H  3.4893  0.6242  -0.7012
H  4.4930  -0.8218  -0.8802
H  1.7726  -1.0488  -3.3498
H  3.3609  -0.3260  -3.1058
C  0.1390  -1.9232  2.8605
N  -0.4713  -0.7956  2.1236
C  -0.6388  0.3135  3.0792
C  -1.7940  -1.2491  1.6361
C  -1.6081  -2.1042  0.4110
C  -2.3644  -3.2456  0.2104
C  -2.2605  -3.9502  -0.9819
C  -1.4147  -3.4760  -1.9736
C  -0.6499  -2.3430  -1.7519
C  -0.6823  -1.6347  -0.5449
H  -0.4423  -2.1197  3.7659
H  1.1596  -1.6850  3.1410
H  0.1301  -2.8204  2.2433
H  -1.2035  -0.0196  3.9564
H  -1.1728  1.1347  2.6136
H  0.3396  0.6588  3.4147
H  -2.3708  -0.3617  1.3622
H  -2.3342  -1.7804  2.4271
H  -3.0510  -3.5800  0.9804
H  -2.8448  -4.8468  -1.1415
H  -1.3570  -3.9888  -2.9258
H  -0.0296  -1.9761  -2.5640
C  -2.6386  0.2765  -1.9374
Si  -2.1537  1.7583  -0.8837
C  -1.6694  3.1027  -2.1192
C  -3.7523  2.1229  0.0915
N  -0.8347  1.5344  0.2789
C  -0.3236  2.7048  0.8306
C  -1.0361  3.9123  0.9872
C  -0.5024  5.0144  1.6299
C  0.7815  4.9956  2.1564
C  1.5370  3.8475  1.9926
C  0.9762  2.7805  1.3372
F  1.7890  1.6676  1.1558
H  -3.4949  0.5983  -2.5381
H  -2.9499  -0.5949  -1.3632
H  -1.8448  -0.0230  -2.6208
H  -2.4779  3.2932  -2.8289
H  -0.7980  2.7676  -2.6860
H  -1.4025  4.0516  -1.6534
H  -4.4313  2.7373  -0.5069
H  -3.6006  2.6286  1.0452
H  -4.2720  1.1841  0.3001
H  -2.0398  3.9858  0.5971
H  -1.1059  5.9089  1.7179
H  1.1868  5.8551  2.6707
H  2.5568  3.7738  2.3476

Force components x, y, z for each atom (eV/Å):
W 0.416 0.102 -0.323
O 0.027 0.065 -0.007
C -0.001 0.304 -0.085
C -0.126 -0.250 0.179
N 0.007 -0.046 0.099
C -0.101 -0.197 0.206
C 0.503 -0.053 -0.481
O -0.132 0.045 0.090
O -0.525 0.063 -0.028
C -0.169 0.297 0.061
C 0.355 -0.446 -0.431
O -0.077 0.028 0.134
O -0.292 -0.002 0.544
H -0.071 0.181 0.102
H 0.095 0.044 -0.070
H 0.010 -0.022 0.063
H 0.035 0.058 -0.047
H 0.022 -0.016 0.005
H -0.003 0.016 -0.030
H 0.005 -0.031 -0.001
H 0.010 -0.025 0.020
H 0.018 -0.033 -0.012
C 0.186 -0.037 -0.037
N -0.214 0.156 -0.237
C 0.002 0.075 0.175
C -0.082 -0.105 -0.148
C 0.077 0.215 0.145
C -0.069 -0.033 -0.068
C 0.007 0.040 -0.009
C -0.076 -0.053 -0.014
C 0.208 0.245 -0.055
C -0.133 -0.274 0.094
H -0.094 -0.015 -0.051
H -0.028 0.027 -0.019
H -0.014 0.015 -0.027
H 0.008 -0.062 -0.018
H -0.002 -0.014 -0.046
H 0.023 -0.032 -0.047
H 0.020 0.032 0.088
H 0.002 0.041 0.046
H 0.014 -0.004 0.011
H -0.004 0.006 0.004
H 0.018 -0.001 0.004
H -0.016 -0.052 0.028
C 0.242 0.129 0.187
Si -0.643 0.090 -0.261
C -0.060 -0.074 0.284
C 0.214 0.069 -0.176
N 0.449 -0.858 -0.023
C 0.254 0.404 0.227
C -0.072 -0.189 0.010
C 0.056 0.103 0.036
C -0.106 -0.002 -0.036
C 0.131 -0.012 -0.012
C -0.069 0.168 -0.058
F -0.210 0.074 -0.007
H 0.016 0.109 0.022
H 0.001 -0.013 -0.011
H -0.021 -0.031 -0.034
H -0.057 -0.055 0.046
H 0.006 -0.045 0.029
H -0.014 -0.007 -0.031
H -0.005 -0.012 0.005
H 0.026 -0.005 -0.006
H 0.028 -0.025 -0.023
H -0.008 -0.013 0.040
H -0.010 -0.018 0.006
H 0.024 -0.004 -0.015
H -0.014 -0.031 -0.006

Its expectation value of S² is 2.0203. The spin multiplicity is 3. As for the gap between HOMO and LUMO (alpha / beta): 7.35 / 7.97 eV. For the HOMO energy (alpha / beta), the calculation gives -7.3 / -8.2 eV. As for the energy above the lowest of the compared OMol25 structures with the same formula, charge and spin: 0.000 eV.

Entry from OMol25: a molecular structure, C24H34GeMnN4Se2 at a distorted geometry (the ωB97M-V functional and the def2-TZVPD basis).

Atoms and positions in Å:
Mn  0.0229  0.7473  -0.6301
C  -0.5817  -0.0346  -3.4870
C  -0.9432  -1.3069  -2.7173
C  0.2697  -1.8672  -2.0213
C  0.7683  -3.1237  -2.3184
C  1.9552  -3.5479  -1.7410
C  2.6242  -2.6882  -0.8843
C  2.0615  -1.4603  -0.6173
N  0.9031  -1.0546  -1.1573
N  -0.5461  1.1582  -2.6109
C  -1.9075  1.7230  -2.4734
C  -1.9383  2.7028  -1.3375
C  -2.8095  3.7713  -1.2965
C  -2.7806  4.6251  -0.2043
C  -1.8600  4.3893  0.8073
C  -1.0257  3.2984  0.6927
N  -1.0668  2.4602  -0.3486
C  0.3801  2.1894  -3.1358
C  1.6847  2.2753  -2.3853
C  2.7679  2.9172  -2.9525
C  3.9173  3.1036  -2.1977
C  3.9467  2.6371  -0.8919
C  2.8351  1.9819  -0.4065
N  1.7283  1.7966  -1.1326
H  -1.2917  0.1354  -4.2996
H  0.4064  -0.1615  -3.9281
H  -1.3320  -2.0473  -3.4133
H  -1.7328  -1.1086  -1.9868
H  0.2299  -3.7575  -3.0103
H  2.3559  -4.5274  -1.9684
H  3.5636  -2.9634  -0.4253
H  2.5428  -0.7668  0.0587
H  -2.5953  0.9051  -2.2439
H  -2.2313  2.1814  -3.4111
H  -3.5020  3.9358  -2.1124
H  -3.4578  5.4673  -0.1502
H  -1.7929  5.0354  1.6708
H  -0.2943  3.0777  1.4605
H  -0.0963  3.1681  -3.0532
H  0.5719  2.0190  -4.1965
H  2.7074  3.2776  -3.9718
H  4.7737  3.6093  -2.6242
H  4.8166  2.7715  -0.2646
H  2.8161  1.5875  0.6023
C  -2.4730  -3.8151  2.4086
Ge  -0.9897  -3.0566  3.4164
C  0.2800  -4.4150  3.9956
C  -1.5846  -1.9472  4.9090
C  0.1171  -1.9932  2.0908
Se  -0.3226  -0.1446  1.7352
C  0.2461  0.5432  3.4570
H  -3.0165  -4.5074  3.0546
H  -2.1036  -4.3729  1.5468
H  -3.1597  -3.0448  2.0662
H  -0.2384  -5.1132  4.6559
H  1.1176  -3.9829  4.5433
H  0.6726  -4.9749  3.1462
H  -2.1666  -2.5843  5.5778
H  -2.2334  -1.1351  4.5790
H  -0.7449  -1.5509  5.4802
H  0.0164  -2.4715  1.1164
H  1.1765  -1.9810  2.3664
H  -0.4121  0.1635  4.2276
H  0.1967  1.6271  3.4205
H  1.2685  0.2035  3.6114
Se  -2.5094  0.0218  1.3096

Force components x, y, z for each atom (eV/Å):
Mn -0.276 0.109 0.015
C 0.018 -0.193 0.047
C 0.114 -0.033 0.085
C -0.002 0.136 -0.058
C 0.052 -0.159 -0.037
C -0.092 -0.008 -0.062
C 0.100 -0.058 0.031
C -0.092 0.016 0.011
N -0.091 0.073 0.137
N 0.173 0.152 0.467
C -0.069 -0.113 0.058
C 0.094 0.068 0.026
C -0.162 0.142 -0.052
C 0.043 -0.030 0.027
C -0.093 0.052 -0.047
C 0.062 -0.066 0.037
N 0.216 0.101 -0.134
C 0.028 0.002 0.002
C -0.003 -0.023 0.052
C 0.243 0.099 -0.032
C -0.089 -0.003 -0.088
C 0.060 0.029 -0.022
C 0.031 -0.075 0.116
N -0.538 -0.221 -0.189
H 0.006 0.025 -0.035
H 0.014 0.025 -0.041
H -0.034 -0.025 0.008
H -0.095 0.002 0.013
H 0.020 -0.001 0.011
H -0.006 0.024 0.006
H -0.017 0.003 -0.011
H 0.006 0.022 0.029
H 0.001 -0.025 -0.044
H -0.048 0.035 -0.002
H 0.024 -0.002 0.026
H 0.013 -0.015 0.004
H 0.007 -0.007 -0.012
H 0.002 -0.013 -0.017
H -0.031 0.020 -0.019
H -0.023 0.055 -0.024
H 0.018 -0.007 0.033
H -0.011 -0.009 0.019
H -0.023 -0.010 -0.002
H -0.001 -0.003 0.003
C 0.081 -0.057 0.117
Ge 0.008 0.112 -0.082
C -0.088 -0.023 0.010
C -0.023 -0.122 -0.060
C -0.039 -0.003 -0.103
Se 1.008 -0.223 0.173
C -0.180 0.364 -0.026
H 0.001 0.014 -0.063
H -0.014 0.000 0.022
H -0.003 0.041 0.004
H 0.086 -0.007 -0.029
H -0.034 0.024 0.013
H -0.033 -0.014 0.015
H 0.012 0.041 -0.010
H 0.000 -0.005 0.011
H -0.026 -0.026 0.023
H 0.045 -0.096 -0.022
H -0.075 -0.019 -0.013
H -0.075 -0.049 -0.005
H 0.029 0.043 0.027
H 0.000 0.003 -0.053
Se -0.226 -0.089 -0.283

Its expectation value of S² is 0.9185. As for the net charge: +2. The spin multiplicity is 2. As for the gap between HOMO and LUMO (alpha / beta): 8.32 / 8.18 eV. For the HOMO energy (alpha / beta), the calculation gives -13.7 / -13.7 eV.

Entry from OMol25: a molecular structure, C24H34N2O12Pb at a distorted geometry (the ωB97M-V functional and the def2-TZVPD basis).

Atoms and positions in Å:
Pb  0.7197  -0.7210  -0.3602
C  -0.2944  -5.1683  -1.6602
C  0.2659  -3.8458  -1.5271
C  0.9203  -3.2047  -2.8354
O  1.1925  -1.9894  -2.7262
C  1.2525  -4.1192  -3.9919
C  0.8598  -5.4079  -3.8514
C  -0.0472  -5.9370  -2.7065
O  -0.8085  -7.0218  -2.8572
O  1.2207  -6.1440  -4.8729
O  0.2309  -3.2224  -0.4647
H  -1.0688  -5.4448  -0.9601
H  1.9360  -3.7676  -4.7506
C  4.0491  3.6918  0.2180
C  3.5220  2.5326  -0.4173
C  3.5456  1.1505  0.4899
O  2.9670  0.1494  0.0488
C  4.1023  1.2105  1.8542
C  4.4740  2.4135  2.3699
C  4.3699  3.7108  1.5359
O  4.4735  4.8800  2.1013
O  5.1232  2.2617  3.4246
O  3.1185  2.4473  -1.6018
H  4.0891  4.5378  -0.4522
H  4.3484  0.3372  2.4399
C  -4.1257  2.1224  2.9553
O  -3.2105  1.3629  2.1648
C  -3.9088  0.4953  1.3502
C  -2.8438  -0.0850  0.3695
N  -1.6196  -0.3342  0.9966
C  -1.5743  -1.4593  1.8897
C  -0.3631  -1.3944  2.8087
O  0.7944  -1.3348  2.0181
C  1.9538  -1.2412  2.8504
H  -4.9001  2.6757  2.4240
H  -3.6326  2.8603  3.5881
H  -4.6314  1.5259  3.7146
H  -4.8195  0.9701  0.9853
H  -4.2347  -0.2524  2.0733
H  -2.8115  0.5507  -0.5154
H  -3.1955  -1.0614  0.0363
H  -1.4378  0.4125  1.6520
H  -1.6611  -2.4574  1.4605
H  -2.4437  -1.3917  2.5437
H  -0.3915  -2.2921  3.4262
H  -0.4655  -0.4948  3.4156
H  2.0460  -0.2994  3.3913
H  2.8662  -1.5603  2.3465
H  1.7326  -2.0016  3.5994
C  0.6566  2.4691  2.3370
O  0.4290  1.9968  1.0845
C  -0.2427  2.9926  0.1838
C  -0.4887  2.4279  -1.2299
N  0.5650  1.5016  -1.6221
C  0.3688  1.0991  -3.0334
C  -1.0545  0.5085  -3.3315
O  -1.3802  -0.5412  -2.4159
C  -2.3555  -1.5018  -2.7660
H  1.0223  1.6225  2.9181
H  -0.2737  2.8261  2.7788
H  1.4097  3.2464  2.4668
H  0.4124  3.8426  -0.0075
H  -1.1188  3.4721  0.6205
H  -0.5946  3.2216  -1.9694
H  -1.4001  1.8308  -1.2611
H  1.4210  2.0142  -1.4651
H  1.1250  0.3627  -3.3052
H  0.6075  1.9461  -3.6766
H  -1.0552  -0.0009  -4.2952
H  -1.8594  1.2423  -3.3738
H  -2.0735  -2.0154  -3.6851
H  -3.2860  -0.9694  -2.9630
H  -2.5189  -2.2395  -1.9804

Force components x, y, z for each atom (eV/Å):
Pb 0.366 -0.120 -1.162
C 0.415 4.171 2.830
C -0.191 -2.611 -1.937
C 1.039 -1.485 -0.925
O 0.022 -0.037 -0.182
C -0.911 4.769 4.689
C 0.899 -3.780 -4.182
C -3.009 -4.710 -3.642
O 3.009 2.595 -0.226
O -1.182 0.108 2.810
O -0.211 1.314 0.784
H 0.193 -0.248 0.312
H -0.251 -0.097 -0.140
C -1.161 -2.372 -3.326
C 1.253 -0.996 1.029
C 0.111 1.937 2.737
O -0.076 -1.174 -1.025
C -2.440 -0.951 -5.115
C 2.441 -0.461 0.688
C -0.205 4.122 3.524
O 0.420 -2.858 -0.400
O 0.153 2.441 1.180
O 0.029 0.178 0.699
H 0.002 0.520 0.460
H -0.258 -0.164 -0.195
C 0.266 0.258 1.100
O 0.088 2.564 0.861
C 0.518 -1.326 0.546
C -3.164 -0.289 -0.477
N 2.226 0.254 0.477
C -0.803 -0.880 1.148
C -1.140 0.134 -0.964
O 0.799 0.285 0.690
C -0.445 -1.257 0.809
H 0.024 -0.185 -0.635
H 0.649 0.079 -0.366
H -0.277 -0.629 -0.171
H 0.154 -0.076 -0.810
H -0.576 -0.833 -0.402
H 0.542 0.043 0.102
H -0.324 -0.004 -0.362
H 0.308 0.878 -0.406
H 0.325 0.191 -0.790
H -0.199 -0.148 0.500
H 0.292 -0.036 0.261
H 0.213 0.131 0.354
H 0.088 0.254 -0.509
H -0.311 0.532 -0.370
H 0.518 -0.179 0.496
C 0.055 0.260 2.072
O -1.501 0.907 -3.728
C 1.441 -0.304 -0.178
C -0.649 -1.427 1.061
N -1.623 0.266 -0.504
C -0.031 -0.297 0.343
C 0.453 -1.167 -0.183
O 0.715 0.391 1.460
C -0.011 0.860 -0.878
H -0.033 -0.023 0.141
H -0.238 0.098 0.310
H 0.203 0.245 -0.551
H 0.730 -0.035 0.526
H -0.376 -0.683 0.320
H -0.050 0.502 0.099
H -0.337 0.308 0.183
H 1.246 -0.404 -0.589
H -0.153 -0.288 0.262
H -0.537 0.297 -0.342
H 0.412 0.371 -0.514
H -0.056 0.312 0.251
H 0.166 -0.214 -0.087
H -0.454 -0.082 0.022
H 0.404 0.258 0.135

Its expectation value of S² is 0.7509. As for the net charge: -3. The spin multiplicity is 2. As for the gap between HOMO and LUMO (alpha / beta): 2.55 / 6.19 eV. For the HOMO energy (alpha / beta), the calculation gives 3.3 / -0.4 eV.

Entry from OMol25: a single C24H34N2O3 molecule (the ωB97M-V functional and the def2-TZVPD basis).

Atoms and positions in Å:
C  -2.1175  -1.7375  3.3250
C  -1.2816  -1.5162  4.5828
O  -1.4098  -0.2130  5.1106
C  -0.8705  0.8529  4.4294
C  0.0240  0.7067  3.3791
C  0.5696  1.7933  2.7098
C  1.5142  1.5334  1.5678
N  0.9895  0.4860  0.7080
C  -0.1814  0.9252  -0.0262
C  -0.8039  -0.2773  -0.7435
N  0.1196  -1.0182  -1.5723
C  0.1094  -0.7633  -2.9872
C  0.6878  0.5888  -3.4712
C  0.5774  0.6776  -4.9622
C  -0.5465  1.2361  -5.5584
C  -0.6680  1.2794  -6.9356
C  0.3334  0.7597  -7.7378
C  1.4555  0.1965  -7.1541
C  1.5745  0.1549  -5.7769
C  1.4012  -1.2660  -0.9440
C  1.2723  -2.4399  0.0424
C  0.8370  -3.7159  -0.6770
O  1.7984  -4.1796  -1.5969
C  1.9699  -0.0313  -0.2235
C  0.2212  3.0699  3.1128
C  -0.6560  3.2367  4.1664
C  -1.2203  2.1551  4.8363
O  -2.0596  2.5117  5.8525
C  -2.8748  1.5619  6.4992
H  -3.1657  -1.5415  3.5376
H  -1.7982  -1.0720  2.5265
H  -2.0121  -2.7666  2.9921
H  -1.6450  -2.1611  5.3883
H  -0.2282  -1.7613  4.3986
H  0.3213  -0.2720  3.0415
H  2.4725  1.1840  1.9683
H  1.7034  2.4700  1.0132
H  0.0821  1.7170  -0.7521
H  -0.9027  1.3410  0.6814
H  -1.1941  -0.9597  0.0215
H  -1.6438  0.0525  -1.3571
H  -0.9291  -0.8328  -3.3269
H  0.6677  -1.5713  -3.4698
H  1.7347  0.6590  -3.1707
H  0.1315  1.4048  -3.0067
H  -1.3309  1.6454  -4.9368
H  -1.5461  1.7208  -7.3846
H  0.2403  0.7944  -8.8132
H  2.2407  -0.2108  -7.7746
H  2.4532  -0.2849  -5.3262
H  2.1027  -1.5682  -1.7285
H  2.2376  -2.6059  0.5279
H  0.5453  -2.1887  0.8120
H  0.6089  -4.5001  0.0607
H  -0.0581  -3.5132  -1.2675
H  2.6262  -4.3293  -1.1261
H  2.2628  0.7358  -0.9644
H  2.8665  -0.3193  0.3319
H  0.6279  3.9340  2.6093
H  -0.9400  4.2227  4.4989
H  -2.2857  0.8322  7.0580
H  -3.4889  2.1403  7.1899
H  -3.5219  1.0373  5.7922

Force components x, y, z for each atom (eV/Å):
C 0.177 0.202 0.315
C -0.047 -0.382 -0.241
O 0.079 0.503 0.020
C -0.075 -0.028 0.090
C -0.004 0.019 0.101
C -0.019 0.130 0.078
C 0.036 -0.096 0.024
N 0.123 0.073 -0.045
C -0.278 -0.168 -0.088
C -0.009 0.159 0.162
N 0.015 0.058 0.024
C 0.068 0.189 -0.072
C -0.150 -0.327 0.045
C 0.052 0.107 0.013
C 0.028 -0.018 0.030
C -0.085 0.022 -0.082
C -0.012 0.004 -0.105
C 0.054 -0.047 -0.092
C -0.030 0.014 0.032
C 0.247 -0.094 0.273
C -0.072 -0.170 -0.616
C -0.220 0.136 0.574
O 0.479 -0.099 -0.315
C 0.063 -0.161 -0.201
C 0.061 -0.155 -0.031
C -0.127 -0.190 0.160
C 0.015 0.167 -0.075
O 0.320 0.064 -0.202
C -0.317 -0.217 0.305
H -0.100 -0.004 -0.002
H 0.005 0.001 -0.119
H 0.004 -0.117 -0.068
H 0.131 0.037 -0.121
H -0.082 0.018 0.076
H -0.055 -0.163 -0.018
H 0.000 0.055 -0.103
H 0.019 -0.056 0.041
H 0.005 -0.012 0.051
H -0.013 0.008 -0.059
H -0.112 0.135 0.052
H -0.036 -0.040 0.006
H 0.052 -0.033 -0.094
H -0.064 0.017 -0.086
H -0.006 0.075 0.057
H 0.071 0.039 0.043
H -0.071 0.050 0.079
H -0.062 0.035 -0.035
H -0.005 0.005 -0.080
H 0.059 -0.028 -0.047
H 0.100 -0.040 0.062
H -0.036 0.047 0.037
H 0.030 -0.025 0.138
H -0.023 0.007 0.156
H -0.056 0.102 -0.091
H 0.002 -0.021 0.124
H -0.078 -0.026 -0.053
H 0.004 -0.025 0.058
H 0.010 0.019 -0.022
H 0.040 0.096 -0.083
H -0.062 0.108 0.052
H -0.097 0.076 -0.045
H 0.018 -0.056 -0.045
H 0.035 0.022 0.054

As for the gap between HOMO and LUMO: 8.64 eV. For the HOMO energy, the calculation gives -7.9 eV. As for the energy above the lowest of the compared OMol25 structures with the same formula, charge and spin: 3.502 eV.